Entry 1:
13
Properties=species:S:1:pos:R:3:forces:R:3:lowdin_charge:R:1 method="wB97M-V/def2-TZVPD" e_above_lowest_ev=4.9322 fmax_ha_per_bohr=0.070
C -1.72034 -1.72395 0.51504 1.81 -1.02 -0.27 -0.490
C 1.76309 0.64219 0.86803 -3.08 1.06 -0.12 -0.041
C 1.22622 1.79294 0.43878 -0.27 -1.49 0.96 -0.087
N -0.93328 -1.13369 -0.41980 1.74 -1.15 2.01 -0.462
O -1.30603 -2.31299 1.50504 -0.61 1.04 -0.90 -0.002
S -1.31036 -0.45548 -1.74961 2.78 2.26 -0.26 0.903
H -2.69822 -1.71598 0.14919 -2.76 -0.27 0.37 0.075
H 1.08859 -0.06215 1.37679 0.66 0.41 0.21 0.057
H 2.69976 0.32742 0.61016 2.34 -0.83 -0.70 0.013
H -0.07597 -0.65438 -2.43960 -1.44 -0.31 0.02 -0.007
H 1.58828 2.50015 -0.25188 1.09 0.67 -0.49 0.028
H 0.26365 2.03006 0.83005 -0.83 0.16 0.05 0.034
H -0.58540 0.76585 -1.43221 -1.43 -0.53 -0.87 -0.020

=====

Entry 2:
13
Properties=species:S:1:pos:R:3:forces:R:3:mulliken_spin:R:1 method="wB97M-V/def2-TZVPD" multiplicity=3 e_above_lowest_ev=2.6497 s2=2.009 fmax_ha_per_bohr=0.098
C -0.30055 1.19029 1.70935 0.88 -0.77 1.04 0.027
C 0.79583 -1.11567 -1.08502 2.84 0.24 1.83 -0.027
C 0.62337 0.33705 -0.84784 4.77 -1.53 0.38 0.920
N -0.81483 0.47013 0.71751 -3.72 -0.85 0.11 0.511
O 0.74321 1.78495 1.68472 0.16 0.69 0.14 0.043
S -1.87658 -0.73830 0.57478 2.74 -0.51 2.66 0.414
H -0.88793 1.05314 2.60904 -0.51 0.44 0.84 0.029
H 1.86707 -1.06430 -1.48669 -0.99 -1.14 0.66 0.052
H 0.73427 -1.79139 -0.12611 0.40 1.23 -1.63 0.031
H 0.23007 -1.55660 -1.83033 -1.46 -0.75 -1.44 -0.002
H 1.49420 0.74855 -0.22184 -1.91 -0.20 -0.90 0.001
H 0.13807 0.94151 -1.50122 -1.39 1.71 -1.73 0.003
H -2.74618 -0.25934 -0.19636 -1.81 1.46 -1.96 -0.001

=====

Entry 3:
13
Properties=species:S:1:pos:R:3:forces:R:3:mulliken_spin:R:1 method="wB97M-V/def2-TZVPD" multiplicity=3 e_above_lowest_ev=3.0460 s2=2.009 fmax_ha_per_bohr=0.097
C -0.19946 0.02731 1.40980 1.13 1.02 0.66 0.010
C -1.02646 0.84266 0.46896 0.42 0.65 -0.89 0.000
C -0.68381 -0.53761 0.12720 0.48 -2.57 -0.52 0.016
N 0.16201 0.37203 -2.17550 0.87 1.93 -4.49 0.756
O 2.09931 -0.29194 -0.38165 2.55 1.85 0.22 0.516
S 0.47602 -0.82043 -1.23430 -2.77 -3.54 1.89 0.733
H 0.87765 0.12237 1.50571 -0.25 0.60 -0.26 0.006
H -0.65688 -0.05311 2.37535 -0.44 -1.02 0.17 -0.004
H -2.05186 0.86576 0.75281 -0.60 0.82 0.20 0.001
H -0.62073 1.61756 -0.19779 -0.34 -0.30 0.57 0.001
H -1.35096 -1.40144 0.17041 -0.31 0.63 -0.13 0.018
H 0.74276 0.23093 -3.09229 -0.89 0.73 2.23 -0.018
H 2.23240 -0.97408 0.27131 0.15 -0.81 0.36 -0.035

=====

Entry 4:
14
Properties=species:S:1:pos:R:3:forces:R:3:lowdin_charge:R:1 method="wB97M-V/def2-TZVPD" e_above_lowest_ev=0.3965 fmax_ha_per_bohr=0.038
N 2.16797 1.80061 0.62459 0.60 -0.29 0.29 0.139
C 2.32770 0.41061 0.55638 0.79 0.52 -0.92 -0.538
O 3.41833 -0.04991 0.28521 -0.13 -0.09 0.54 0.074
C 1.15467 -0.45336 0.78967 -1.62 -1.04 0.12 -0.190
C -0.00155 -0.13322 -0.16423 0.78 1.24 -0.14 -0.626
S -1.53392 -0.96964 0.23877 -0.57 0.20 -0.63 0.452
S -2.74867 -0.01014 -1.17332 0.13 -0.03 0.59 0.313
H 3.09802 2.16464 0.48815 0.15 0.38 -0.05 0.094
H 1.53645 2.26424 -0.00405 -0.57 -0.18 0.07 0.085
H 0.75139 -0.37557 1.80353 0.36 0.21 0.11 0.121
H 1.44610 -1.49042 0.63084 0.22 0.04 0.10 0.121
H -0.23834 0.92907 -0.08873 0.00 0.07 0.14 0.047
H 0.33687 -0.25489 -1.19285 -0.31 -0.49 -0.13 0.087
H -3.02755 1.15401 -0.51248 0.18 -0.55 -0.10 -0.179